Here is a gas-phase ion, C5H12NSe (charge +1) at a distorted geometry from the OMol25 dataset. Energies are from wB97M-V/def2-TZVPD.

CARTESIAN COORDINATES (ANGSTROEM)
C  -1.2841  0.1851  1.7962
C  0.2328  0.1893  1.5982
C  -1.8450  -0.4899  0.5562
C  0.5591  0.0699  0.0465
C  2.2587  -0.1550  -2.2264
N  -0.9718  0.1061  -0.5290
Se  1.6555  -1.3162  -0.6752
H  -1.7850  -0.3321  2.5920
H  -1.6584  1.1594  1.7343
H  0.8736  1.1014  1.9395
H  0.7292  -0.7073  1.9539
H  -1.6826  -1.4676  0.7929
H  -2.8996  -0.2155  0.5357
H  0.7843  0.9861  -0.4169
H  1.4076  0.0423  -2.7997
H  2.8385  0.7428  -1.8430
H  2.8793  -0.7687  -2.8113
H  -0.8761  -0.1931  -1.4890
H  -1.2161  1.0629  -0.7550

Output
**Energy relative to the best compared isomer or geometry (same formula, charge and spin)**: 8.7 kcal per mole
**Charge**: +1
**SMILES string**: C[Se][C@@H]1CCC[NH2+]1
**Orbital gap**: 9.84 eV
**E**: -2653.58785 Eh

natural (NBO) population analysis, charges in e, atoms 1 to 8: -0.408, -0.449, -0.216, -0.209, -0.726, -0.556, 0.368, 0.255

***

Here is 2 unconnected molecules or ions with the total composition C5H12O from the OMol25 dataset. Energies are from wB97M-V/def2-TZVPD.

CARTESIAN COORDINATES (ANGSTROEM)
C  -1.7734  0.9095  0.3848
O  -1.2489  -0.3668  0.4864
C  0.0405  -0.5125  0.4035
C  0.1258  0.7733  -1.6084
C  0.9762  0.3523  1.1991
C  0.4856  -1.8960  0.0618
H  -0.8405  1.0917  -0.7609
H  -1.4417  1.5820  1.1847
H  -2.8591  0.8223  0.3347
H  -0.0352  1.6512  -2.2489
H  1.2024  0.7589  -1.4046
H  -0.1230  -0.1041  -2.2151
H  0.7719  1.4216  1.1143
H  0.9037  0.0699  2.2608
H  2.0090  0.1744  0.8831
H  0.8859  -2.4024  0.9507
H  -0.3613  -2.4621  -0.3322
H  1.2820  -1.8632  -0.6939

Output
**Energy relative to the best compared isomer or geometry (same formula, charge and spin)**: 102.5 kcal per mole
**Orbital gap**: 8.24 eV
**E**: -272.78524 Eh

natural (NBO) population analysis, charges in e, atoms 1 to 8: -0.340, -0.429, 0.501, -0.907, -0.713, -0.687, 0.229, 0.161

***

Here is 2 unconnected molecules or ions with the total composition C5H12O at a distorted geometry from the OMol25 dataset. Energies are from wB97M-V/def2-TZVPD.

CARTESIAN COORDINATES (ANGSTROEM)
C  0.1259  0.0268  -2.2195
C  -1.1356  0.7904  -1.8200
C  -1.9148  0.0932  -0.6802
H  -0.0724  -1.0235  -2.4519
H  0.5096  0.4003  -3.1701
H  0.9414  0.0930  -1.4998
H  -0.8366  1.7901  -1.5109
H  -1.7372  0.8462  -2.7218
H  -2.4144  0.8619  -0.1005
H  -1.2244  -0.4852  -0.0707
H  -2.6188  -0.6049  -1.1270
C  0.6669  -0.0626  2.5734
C  1.6657  -0.8574  2.2236
O  2.9903  -0.6215  2.4320
H  -0.3209  -0.4988  2.4731
H  0.8084  0.9497  2.9277
H  1.5219  -1.7403  1.6142
H  3.0452  0.0424  3.1285

Output
**Energy relative to the best compared isomer or geometry (same formula, charge and spin)**: 31.4 kcal per mole
**SMILES string**: C=CO.CCC
**Orbital gap**: 10.16 eV
**E**: -272.89855 Eh

natural (NBO) population analysis, charges in e, atoms 1 to 8: -0.607, -0.393, -0.609, 0.198, 0.204, 0.205, 0.194, 0.194

***

Here is C5H12O in the gas phase from the OMol25 dataset. Energies are from wB97M-V/def2-TZVPD.

CARTESIAN COORDINATES (ANGSTROEM)
C  -0.2856  -0.2725  -2.0529
C  -0.7216  -0.4846  -0.6016
C  0.0938  0.2920  0.4563
C  -0.7648  0.5111  1.6975
C  1.3767  -0.4729  0.8249
O  0.4097  1.6074  0.0035
H  -0.5578  0.7236  -2.4233
H  -0.7815  -0.9960  -2.7075
H  0.7955  -0.4060  -2.1895
H  -0.6432  -1.5504  -0.3608
H  -1.7828  -0.2230  -0.5059
H  -1.1155  -0.4429  2.1050
H  -1.6322  1.1236  1.4309
H  -0.1983  1.0410  2.4695
H  1.1426  -1.4629  1.2363
H  1.9418  0.0807  1.5814
H  2.0336  -0.6246  -0.0408
H  0.6896  1.5564  -0.9232

Output
**Energy relative to the best compared isomer or geometry (same formula, charge and spin)**: 1.3 kcal per mole
**SMILES string**: CCC(C)(C)O
**Orbital gap**: 11.08 eV
**E**: -272.94653 Eh

natural (NBO) population analysis, charges in e, atoms 1 to 8: -0.629, -0.418, 0.245, -0.613, -0.632, -0.728, 0.205, 0.223

***

Here is 2 unconnected molecules or ions with the total composition C5H12O from the OMol25 dataset. Energies are from wB97M-V/def2-TZVPD.

CARTESIAN COORDINATES (ANGSTROEM)
C  -2.6505  0.3430  -0.5822
C  -1.1260  0.4194  -0.5333
C  -0.5891  0.5630  0.8888
C  1.9547  -1.7231  0.4779
O  2.7067  -0.6710  0.5016
C  2.7461  0.3396  -0.3108
H  -3.0208  -0.5071  0.0035
H  -3.0172  0.2293  -1.6083
H  -3.0992  1.2519  -0.1640
H  -0.7823  1.2662  -1.1421
H  -0.7017  -0.4826  -0.9961
H  -1.0197  1.4456  1.3781
H  -0.8425  -0.3121  1.4975
H  2.1084  -2.4188  1.2877
H  1.2382  -1.8508  -0.3271
H  3.4885  1.0866  -0.0784
H  0.5014  0.6768  0.8941
H  2.1050  0.3442  -1.1867

Output
**Energy relative to the best compared isomer or geometry (same formula, charge and spin)**: 91.4 kcal per mole
**Orbital gap (alpha / beta)**: 8.29 / 8.33 eV
**E**: -272.80307 Eh

natural (NBO) population analysis, charges in e, atoms 1 to 8: -0.604, -0.395, -0.611, -0.142, -0.349, -0.158, 0.201, 0.207

***

Here is 2 unconnected molecules or ions with the total composition C5H12O from the OMol25 dataset. Energies are from wB97M-V/def2-TZVPD.

CARTESIAN COORDINATES (ANGSTROEM)
C  0.1729  0.5595  -1.9975
C  0.2586  0.4465  -0.4697
C  1.6893  0.6768  0.0226
C  -0.2678  -0.9070  -0.0600
C  -1.5293  -1.1510  0.2874
O  -0.8026  -0.2595  3.1018
H  -0.8627  0.4407  -2.3337
H  0.7753  -0.2220  -2.4778
H  0.5444  1.5297  -2.3462
H  -0.3899  1.2168  -0.0281
H  2.3628  -0.0913  -0.3779
H  1.7485  0.6469  1.1163
H  2.0627  1.6505  -0.3160
H  0.4445  -1.7336  -0.1081
H  -0.5784  -0.6861  2.2656
H  -1.8823  -2.1474  0.5346
H  -2.2629  -0.3468  0.3343
H  -1.4831  0.3773  2.8522

Output
**Energy relative to the best compared isomer or geometry (same formula, charge and spin)**: 17.3 kcal per mole
**SMILES string**: C=CC(C)C.O
**Orbital gap**: 11.05 eV
**E**: -272.92101 Eh

natural (NBO) population analysis, charges in e, atoms 1 to 8: -0.594, -0.270, -0.602, -0.169, -0.422, -0.947, 0.213, 0.204

***

Here is C5H12O in the gas phase from the OMol25 dataset. Energies are from wB97M-V/def2-TZVPD.

CARTESIAN COORDINATES (ANGSTROEM)
C  -0.9491  -0.6067  -2.5679
C  -0.4102  0.5133  -1.6831
C  -0.1444  -0.0007  -0.2857
O  0.7488  0.8496  0.3891
C  1.2645  0.2138  1.5344
C  0.2777  0.1757  2.7000
H  -1.1488  -0.2594  -3.5854
H  -1.8807  -1.0131  -2.1570
H  -0.2277  -1.4321  -2.6312
H  -1.1160  1.3466  -1.6216
H  0.5278  0.9104  -2.0888
H  -1.0833  -0.1137  0.2828
H  0.3009  -1.0085  -0.3582
H  2.1943  0.7268  1.7980
H  1.5604  -0.8129  1.2608
H  0.8153  0.0163  3.6381
H  -0.4615  -0.6289  2.6007
H  -0.2679  1.1234  2.7749

Output
**Energy relative to the best compared isomer or geometry (same formula, charge and spin)**: 15.2 kcal per mole
**SMILES string**: CCCOCC
**Orbital gap**: 10.91 eV
**E**: -272.92442 Eh

natural (NBO) population analysis, charges in e, atoms 1 to 8: -0.605, -0.417, -0.056, -0.531, -0.062, -0.647, 0.214, 0.202

***

Here is C5H12O in the gas phase from the OMol25 dataset. Energies are from wB97M-V/def2-TZVPD.

CARTESIAN COORDINATES (ANGSTROEM)
C  -1.2567  0.7105  -1.0201
C  -0.5333  -0.3076  -0.1353
C  -1.5342  -1.1053  0.6995
C  0.5266  0.3881  0.7346
C  1.8528  0.5281  0.0046
O  2.4297  -0.7671  -0.0413
H  -0.5530  1.3488  -1.5685
H  -1.8870  1.3659  -0.4044
H  -1.9039  0.2198  -1.7556
H  0.0043  -1.0185  -0.7778
H  -2.1350  -0.4445  1.3379
H  -1.0204  -1.8247  1.3469
H  -2.2236  -1.6645  0.0560
H  0.1692  1.3757  1.0575
H  0.7250  -0.1944  1.6433
H  2.5149  1.2369  0.5256
H  1.6847  0.9189  -1.0127
H  3.1399  -0.7662  -0.6903

Output
**Energy relative to the best compared isomer or geometry (same formula, charge and spin)**: 6.3 kcal per mole
**SMILES string**: CC(C)CCO
**Orbital gap**: 11.26 eV
**E**: -272.93856 Eh

natural (NBO) population analysis, charges in e, atoms 1 to 8: -0.604, -0.225, -0.599, -0.415, -0.058, -0.728, 0.202, 0.199

***

Here is 3 unconnected molecules or ions with the total composition C5H12O from the OMol25 dataset. Energies are from wB97M-V/def2-TZVPD.

CARTESIAN COORDINATES (ANGSTROEM)
C  1.4508  -0.2659  -1.2607
C  1.5518  0.4724  1.0778
O  0.2442  0.4511  1.3547
C  -0.6344  0.6647  0.3844
C  -0.3306  -1.1604  -0.6054
C  -2.0743  0.5865  0.8041
H  0.9581  -0.4558  -2.2217
H  2.2674  -0.9790  -1.1256
H  1.8234  0.7600  -1.3006
H  2.1398  0.0132  1.8746
H  1.9480  1.3888  0.6426
H  -0.3650  1.4136  -0.3642
H  -1.1885  -0.9939  -1.2697
H  -0.6647  -1.5691  0.3567
H  0.2351  -1.9870  -1.0562
H  -2.4288  1.4854  1.3272
H  -2.2276  -0.2741  1.4654
H  -2.7046  0.4497  -0.0833

Output
**Energy relative to the best compared isomer or geometry (same formula, charge and spin)**: 167.8 kcal per mole
**Orbital gap (alpha / beta)**: 7.78 / 7.78 eV
**E**: -272.68124 Eh

natural (NBO) population analysis, charges in e, atoms 1 to 8: -0.630, -0.139, -0.434, 0.203, -0.642, -0.673, 0.180, 0.199

***

Here is 2 unconnected molecules or ions with the total composition C5H12O from the OMol25 dataset. Energies are from wB97M-V/def2-TZVPD.

CARTESIAN COORDINATES (ANGSTROEM)
C  0.7735  -2.5567  -0.4456
C  0.3360  -1.1062  -0.6219
C  -0.5261  -0.6369  0.5449
C  0.5479  2.2314  1.0348
O  -0.6131  2.5975  0.6016
C  -1.1377  2.4284  -0.5751
H  1.3991  -2.6697  0.4479
H  1.3392  -2.9284  -1.3061
H  -0.1044  -3.2005  -0.3156
H  -0.2243  -1.0002  -1.5601
H  1.2217  -0.4621  -0.7238
H  -1.3348  -1.3492  0.7357
H  0.0639  -0.5526  1.4628
H  0.7129  2.3687  2.0908
H  1.2295  1.7166  0.3667
H  -2.1368  2.8122  -0.6946
H  -1.0031  0.3235  0.3237
H  -0.5435  1.9841  -1.3659

Output
**Energy relative to the best compared isomer or geometry (same formula, charge and spin)**: 93.2 kcal per mole
**Orbital gap (alpha / beta)**: 8.35 / 8.28 eV
**E**: -272.80018 Eh

natural (NBO) population analysis, charges in e, atoms 1 to 8: -0.602, -0.397, -0.613, -0.134, -0.350, -0.168, 0.200, 0.207

***

Here is 2 unconnected molecules or ions with the total composition C5H12O at a distorted geometry from the OMol25 dataset. Energies are from wB97M-V/def2-TZVPD.

CARTESIAN COORDINATES (ANGSTROEM)
C  2.0425  0.9359  0.8846
C  0.6936  0.9505  0.1727
C  -0.3172  1.7045  0.9925
H  1.9827  0.5081  1.8827
H  2.8903  0.5365  0.3220
H  2.3191  1.9897  0.9969
H  0.7796  1.4474  -0.7990
H  0.2887  -0.0134  -0.1360
H  -1.2280  1.9174  0.4428
H  0.0644  2.6652  1.3523
H  -0.6314  1.2595  1.9418
C  -2.1218  -1.6936  -1.0535
C  -0.9195  -2.1607  -0.7688
O  0.0385  -2.4904  -1.6897
H  -2.8193  -1.5924  -0.2364
H  -2.3768  -1.5799  -2.1017
H  -0.6733  -2.5158  0.2208
H  -0.0121  -1.8684  -2.4239

Output
**Energy relative to the best compared isomer or geometry (same formula, charge and spin)**: 32.3 kcal per mole
**SMILES string**: C=CO.CCC
**Orbital gap**: 10.26 eV
**E**: -272.89716 Eh

natural (NBO) population analysis, charges in e, atoms 1 to 8: -0.606, -0.406, -0.607, 0.203, 0.211, 0.199, 0.192, 0.204

***

Here is 2 unconnected molecules or ions with the total composition C5H12O from the OMol25 dataset. Energies are from wB97M-V/def2-TZVPD.

CARTESIAN COORDINATES (ANGSTROEM)
C  2.3309  -0.4443  -0.5605
C  1.5579  -0.9499  0.6628
C  0.4050  -0.0697  1.0075
O  -0.7411  -0.6199  1.2519
C  -1.8751  -0.0700  1.5779
C  -1.7100  0.9649  -1.5689
H  3.2022  -1.0754  -0.7654
H  2.6916  0.5785  -0.3997
H  1.6928  -0.4361  -1.4505
H  2.2568  -1.0412  1.5099
H  1.1681  -1.9574  0.4759
H  0.4836  1.0087  1.1383
H  -0.8594  0.6440  -0.9569
H  -1.9287  1.0056  1.7028
H  -2.6999  -0.7538  1.6955
H  -2.1644  1.8575  -1.1313
H  -2.4519  0.1645  -1.6110
H  -1.3584  1.1942  -2.5783

Output
**Energy relative to the best compared isomer or geometry (same formula, charge and spin)**: 87.3 kcal per mole
**Orbital gap (alpha / beta)**: 7.95 / 8.17 eV
**E**: -272.80953 Eh

natural (NBO) population analysis, charges in e, atoms 1 to 8: -0.599, -0.462, 0.083, -0.356, -0.176, -0.855, 0.209, 0.202